a) {
  "formula": "C21H20ClN3O3",
  "method": "the ωB97M-V functional and the def2-TZVPD basis",
  "homo_ha": -0.3043,
  "charge": 0,
  "orbital_gap_ha": 0.287,
  "lumo_energy_ev": -0.4701,
  "elements": ["C", "O", "C", "C", "H", "H", "C", "N", "C", "O", "C", "N", "N", "C", "C", "C", "C", "C", "C", "C", "C", "C", "H", "Cl", "H", "H", "H", "H", "C", "C", "C", "C", "C", "C", "O", "H", "H", "H", "H", "H", "H", "H", "H", "H", "H", "H", "H", "H"],
  "coordinates": [[-4.45, -2.57, -2.02], [-4.53, -1.81, -0.95], [-3.39, -0.96, -0.63], [-3.81, -0.31, 0.65], [-4.80, 0.04, 0.39], [-4.01, -1.06, 1.56], [-2.90, 0.66, 1.19], [-1.55, 0.24, 1.22], [-1.28, -0.18, 2.51], [-1.93, -0.24, 3.55], [0.11, -0.46, 2.52], [1.05, -1.11, 3.13], [2.27, -1.55, 2.37], [2.00, -0.85, 1.28], [0.64, -0.49, 1.09], [-0.50, 0.11, 0.51], [-0.04, 1.36, -0.09], [-0.26, 1.77, -1.41], [0.20, 3.20, -2.01], [0.52, 4.11, -0.96], [0.64, 3.75, 0.18], [0.26, 2.58, 0.89], [0.48, 2.37, 1.84], [1.19, 5.00, 1.55], [0.80, 5.22, -1.67], [0.06, 3.35, -3.01], [-0.57, 0.89, -2.18], [-0.68, -0.34, -0.49], [2.89, -1.02, 0.29], [2.70, -0.51, -1.01], [3.59, -0.40, -2.16], [4.80, -1.10, -2.03], [5.19, -1.55, -0.64], [4.22, -1.68, 0.37], [4.60, -2.13, 1.57], [3.95, -1.76, 2.25], [6.15, -2.02, -0.65], [5.55, -1.09, -2.44], [3.30, -0.06, -3.06], [1.58, 0.10, -1.15], [1.23, -1.55, 4.36], [-3.30, 1.41, 2.14], [-2.78, 1.44, 0.22], [-2.74, -1.86, -0.42], [-3.40, -0.29, -1.49], [-4.12, -2.01, -2.99], [-5.35, -3.22, -2.23], [-3.55, -3.44, -1.94]],
  "mulliken_charge": [-0.578, -0.369, -0.106, -0.700, 0.410, 0.206, -0.868, 0.976, 0.026, -0.695, -0.005, -0.349, -0.762, 0.063, 1.380, -0.047, -0.817, 0.575, -0.833, 0.196, -0.188, -1.167, 0.625, -0.285, 0.163, 0.553, 0.213, 0.304, 0.266, 0.180, -0.782, -1.001, -0.586, 0.344, -0.646, 0.514, 0.361, 0.702, 0.508, 0.026, 0.407, 0.283, 0.269, 0.233, 0.332, 0.211, 0.259, 0.195]
}

***

b) {
  "formula": "C21H20ClN3O3",
  "method": "the ωB97M-V functional and the def2-TZVPD basis",
  "homo_ha": -0.3176,
  "charge": 0,
  "smiles": "O=C(Cn1nc(-c2ccc(Cl)cc2)c2ccccc2c1=O)NC[C@H]1CCCO1",
  "orbital_gap_ha": 0.319,
  "lumo_energy_ev": 0.0333,
  "elements": ["O", "C", "N", "H", "C", "H", "H", "C", "C", "H", "C", "H", "C", "H", "O", "H", "H", "H", "H", "C", "N", "N", "C", "C", "C", "C", "C", "C", "C", "C", "O", "H", "H", "H", "H", "C", "C", "C", "C", "C", "C", "H", "H", "Cl", "H", "H", "H", "H"],
  "coordinates": [[2.77, -0.62, -2.44], [2.78, -1.26, -1.41], [3.58, -1.00, -0.36], [3.44, -1.47, 0.52], [4.44, 0.15, -0.31], [4.48, 0.58, -1.31], [5.44, -0.17, -0.01], [3.92, 1.19, 0.69], [2.61, 1.86, 0.26], [2.78, 2.77, -0.31], [1.92, 2.10, 1.60], [0.84, 2.18, 1.52], [2.34, 0.85, 2.37], [2.35, 0.98, 3.45], [3.67, 0.56, 1.95], [1.68, 0.01, 2.11], [2.32, 2.99, 2.08], [2.02, 1.16, -0.34], [4.71, 1.95, 0.85], [1.85, -2.48, -1.21], [0.48, -2.03, -1.30], [0.12, -1.15, -0.36], [-1.05, -0.60, -0.38], [-2.02, -0.91, -1.40], [-3.32, -0.39, -1.43], [-4.19, -0.75, -2.44], [-3.79, -1.63, -3.44], [-2.52, -2.18, -3.41], [-1.63, -1.83, -2.39], [-0.31, -2.44, -2.36], [0.10, -3.27, -3.15], [-2.19, -2.88, -4.16], [-4.47, -1.90, -4.23], [-5.19, -0.34, -2.46], [-3.65, 0.28, -0.65], [-1.33, 0.36, 0.70], [-1.14, -0.02, 2.03], [-1.38, 0.87, 3.06], [-1.81, 2.15, 2.76], [-2.00, 2.55, 1.44], [-1.76, 1.65, 0.42], [-1.88, 1.97, -0.61], [-2.33, 3.55, 1.22], [-2.12, 3.27, 4.04], [-1.24, 0.57, 4.08], [-0.80, -1.02, 2.25], [2.00, -3.19, -2.02], [2.02, -2.96, -0.24]],
  "mulliken_charge": [-0.663, 0.565, -0.158, 0.296, -1.049, 0.394, 0.404, 0.078, -0.387, 0.430, -0.166, -0.120, -0.159, 0.321, -0.495, 0.094, 0.359, 0.020, 0.334, -0.987, 0.245, -0.548, 0.086, 1.141, -0.569, -0.738, -0.560, -0.573, -0.299, 0.692, -0.736, 0.493, 0.410, 0.429, 0.526, 0.623, -0.315, -0.817, 0.419, -0.983, -0.514, 0.623, 0.431, -0.222, 0.463, 0.449, 0.422, 0.314]
}

***

Most stable to least stable, the ends of the list are b) and a).

***

a) {
  "formula": "C2H5BrS",
  "method": "the ωB97M-V functional and the def2-TZVPD basis",
  "homo_ha": -0.3487,
  "charge": 0,
  "smiles": "C=CBr.S",
  "orbital_gap_ha": 0.380,
  "lumo_energy_ev": 0.8534,
  "elements": ["C", "C", "S", "Br", "H", "H", "H", "H", "H"],
  "coordinates": [[-0.22, 1.29, -0.74], [0.62, 1.06, 0.25], [-0.56, -2.35, -0.10], [2.20, 0.03, 0.06], [-1.09, 1.90, -0.58], [-1.53, -1.73, 0.56], [-0.06, 0.89, -1.72], [0.50, 1.44, 1.26], [0.15, -2.53, 1.00]],
  "mulliken_charge": [-0.522, -0.188, -0.318, -0.117, 0.248, 0.153, 0.259, 0.337, 0.149]
}

***

b) {
  "formula": "C2H5BrS",
  "method": "the ωB97M-V functional and the def2-TZVPD basis",
  "homo_ha": [-0.2991, -0.3609],
  "charge": 0,
  "orbital_gap_ha": [0.287, 0.342],
  "lumo_energy_ev": [-0.3331, -0.5145],
  "elements": ["C", "C", "S", "Br", "H", "H", "H", "H", "H"],
  "coordinates": [[-0.62, 0.62, 0.59], [0.35, -0.13, -0.31], [0.08, -1.87, -0.07], [2.17, 0.27, -0.23], [-1.70, 0.45, 0.55], [-0.42, 0.50, 1.60], [-0.46, 1.77, 0.38], [-0.77, 0.72, -2.53], [1.37, -2.33, 0.02]],
  "mulliken_charge": [-1.030, 0.090, -0.213, -0.082, 0.372, 0.430, 0.249, 0.037, 0.147]
}

***

c) {
  "formula": "C2H5BrS",
  "method": "the ωB97M-V functional and the def2-TZVPD basis",
  "homo_ha": -0.3473,
  "charge": 0,
  "smiles": "C[C@H](S)Br",
  "orbital_gap_ha": 0.369,
  "lumo_energy_ev": 0.5961,
  "elements": ["C", "C", "S", "Br", "H", "H", "H", "H", "H"],
  "coordinates": [[0.24, -1.02, -0.03], [0.24, 0.45, -0.31], [-0.05, 1.52, 1.25], [-0.99, 0.95, -1.83], [-0.72, -1.54, 0.47], [0.59, -1.39, -0.96], [0.87, -1.34, 0.83], [1.17, 0.89, -0.68], [-1.36, 1.47, 1.26]],
  "mulliken_charge": [-0.927, -0.192, -0.173, -0.122, 0.270, 0.326, 0.338, 0.332, 0.148]
}

***

Most stable to least stable, the ends of the list are c) and b).

***

a) {
  "formula": "CH8O4",
  "method": "the ωB97M-V functional and the def2-TZVPD basis",
  "homo_ha": -0.3655,
  "charge": 0,
  "smiles": "C=O.O.O.O",
  "orbital_gap_ha": 0.381,
  "lumo_energy_ev": 0.4157,
  "elements": ["O", "C", "H", "H", "H", "H", "O", "H", "H", "O", "H", "H", "O"],
  "coordinates": [[-2.77, -0.70, -1.30], [-1.77, -0.10, -1.09], [-1.72, 0.95, -1.32], [-1.08, -0.52, -0.35], [2.17, 0.56, 1.21], [0.81, 1.33, 1.52], [1.52, 1.27, 0.90], [0.26, -1.85, 2.20], [-0.17, -1.18, 1.02], [0.46, -1.01, 1.79], [0.99, 0.71, -0.85], [0.53, 0.47, -2.28], [0.76, 0.06, -1.47]],
  "mulliken_charge": [-0.404, 0.545, 0.249, -0.316, 0.343, 0.330, -0.728, 0.289, 0.216, -0.582, 0.380, 0.317, -0.640]
}

***

b) {
  "formula": "CH8O4",
  "method": "the ωB97M-V functional and the def2-TZVPD basis",
  "homo_ha": -0.3994,
  "charge": 0,
  "smiles": "C=O.O.O.O",
  "orbital_gap_ha": 0.409,
  "lumo_energy_ev": 0.2708,
  "elements": ["O", "C", "H", "H", "H", "H", "O", "H", "H", "O", "H", "H", "O"],
  "coordinates": [[2.14, -0.30, -0.88], [2.33, -1.43, -0.55], [2.66, -1.72, 0.46], [2.21, -2.25, -1.27], [-1.75, 0.37, -0.62], [-2.03, -0.66, 0.56], [-1.97, 0.26, 0.31], [0.72, 0.64, -2.28], [0.18, 1.27, -3.60], [0.08, 1.26, -2.65], [-1.87, 0.68, 2.84], [-2.05, -0.73, 3.29], [-1.82, 0.14, 3.64]],
  "mulliken_charge": [-0.403, -0.085, 0.245, 0.213, 0.315, 0.292, -0.617, 0.356, 0.311, -0.630, 0.350, 0.293, -0.640]
}

***

Most stable to least stable, the ends of the list are b) and a).

***

a) {
  "formula": "CH4O3S",
  "method": "the ωB97M-V functional and the def2-TZVPD basis",
  "s_squared": 2.010,
  "homo_ha": [-0.1875, -0.4244],
  "charge": 0,
  "multiplicity": 3,
  "orbital_gap_ha": [0.208, 0.258],
  "lumo_energy_ev": [0.5559, -4.5179],
  "elements": ["C", "O", "O", "O", "S", "H", "H", "H", "H"],
  "coordinates": [[-1.30, -0.04, 0.20], [1.39, -1.22, 0.27], [2.10, 1.15, 0.50], [-0.28, 0.64, -0.53], [1.33, 0.13, -0.16], [-2.10, 0.65, 0.41], [-0.90, -0.32, 1.15], [-1.72, -1.02, -0.23], [1.48, 0.02, -1.61]],
  "mulliken_charge": [-0.558, -0.471, -0.470, -0.045, 0.549, 0.261, 0.322, 0.288, 0.125]
}

***

b) {
  "formula": "CH4O3S",
  "method": "the ωB97M-V functional and the def2-TZVPD basis",
  "s_squared": 2.006,
  "homo_ha": [-0.2051, -0.3609],
  "charge": 0,
  "multiplicity": 3,
  "orbital_gap_ha": [0.226, 0.270],
  "lumo_energy_ev": [0.5613, -2.4688],
  "elements": ["C", "O", "O", "O", "S", "H", "H", "H", "H"],
  "coordinates": [[0.38, -0.15, 0.11], [1.14, -1.18, 0.48], [0.83, 0.54, -1.00], [-0.96, -0.62, -0.09], [-2.35, 0.08, 0.48], [0.37, 0.68, 1.60], [1.78, -1.55, -0.21], [1.53, 1.19, -0.77], [-2.72, 1.01, -0.60]],
  "mulliken_charge": [0.108, -0.418, -0.476, -0.155, -0.099, 0.194, 0.312, 0.338, 0.196]
}

***

Most stable to least stable, the ends of the list are b) and a).